Formula: C45H56FN6OS6V
Source: the Open Molecules 2025 dataset
Level of theory: the ωB97M-V functional and the def2-TZVPD basis

```
116
Properties=species:S:1:pos:R:3:lowdin_charge:R:1
V 0.17 1.04 -0.83 0.981
C 1.98 1.82 -4.63 -0.023
C 1.69 1.52 -3.20 -0.263
N 0.46 1.34 -2.73 -0.091
N -0.67 1.42 -3.54 0.115
C -1.70 1.21 -2.79 -0.460
O -1.56 0.91 -1.51 -0.232
C -3.05 1.44 -3.35 -0.145
C -4.14 1.43 -2.49 -0.019
C -5.42 1.71 -2.96 -0.082
C -5.61 2.00 -4.31 -0.098
C -4.52 2.00 -5.17 -0.085
C -3.24 1.72 -4.70 -0.025
C 2.68 1.36 -2.19 -0.212
C 4.06 1.52 -2.37 -0.022
C 4.91 1.34 -1.32 -0.073
C 4.38 0.98 -0.05 -0.087
C 3.04 0.84 0.07 -0.162
N 2.16 1.03 -0.95 -0.023
H 1.04 2.03 -5.14 0.066
H 2.45 0.97 -5.12 0.092
H 2.65 2.68 -4.72 0.078
H -3.98 1.19 -1.44 0.117
H -6.26 1.70 -2.29 0.099
H -6.60 2.22 -4.68 0.096
H -4.66 2.21 -6.23 0.097
H -2.39 1.70 -5.36 0.110
H 4.44 1.78 -3.36 0.108
H 5.97 1.48 -1.45 0.100
H 5.03 0.81 0.80 0.099
H 2.59 0.57 1.02 0.091
C -0.70 4.57 -2.47 -0.052
C -1.22 4.22 -1.07 -0.366
C -2.54 4.94 -0.78 -0.049
C -0.19 4.51 0.00 -0.131
C 0.27 5.82 0.15 -0.041
C 1.14 6.17 1.17 -0.078
C 1.57 5.20 2.05 -0.047
C 1.16 3.87 1.93 -0.135
C 1.65 2.87 2.96 -0.368
C 1.02 3.11 4.33 -0.054
C 3.18 2.88 3.08 -0.071
C 0.29 3.52 0.87 -0.163
N -0.13 2.16 0.72 -0.070
C -1.10 1.68 1.61 -0.221
C -1.84 2.48 2.49 -0.026
C -2.77 1.91 3.35 -0.093
C -3.00 0.54 3.37 -0.099
C -2.28 -0.27 2.49 -0.015
C -1.36 0.32 1.66 -0.200
F -0.61 -0.47 0.83 0.012
H -1.38 4.18 -3.24 0.075
H 0.28 4.12 -2.65 0.074
H -0.62 5.65 -2.60 0.075
H -1.44 3.16 -1.05 0.093
H -2.39 6.03 -0.76 0.073
H -2.95 4.64 0.18 0.077
H -3.27 4.71 -1.56 0.079
H -0.09 6.59 -0.53 0.109
H 1.48 7.20 1.27 0.098
H 2.24 5.47 2.86 0.106
H 1.35 1.87 2.62 0.109
H 1.21 4.14 4.66 0.079
H 1.47 2.44 5.08 0.077
H -0.05 2.94 4.32 0.060
H 3.52 3.79 3.60 0.073
H 3.66 2.85 2.11 0.066
H 3.52 2.03 3.67 0.077
H -1.68 3.55 2.48 0.118
H -3.33 2.56 4.02 0.101
H -3.73 0.10 4.04 0.097
H -2.43 -1.34 2.44 0.118
C 0.75 -4.21 -4.51 -0.416
S -0.36 -3.23 -5.56 0.765
C -1.85 -3.30 -4.66 -1.039
C -2.06 -2.80 -3.41 -1.142
S -0.97 -2.06 -2.32 0.566
S -3.73 -3.02 -2.88 0.866
C -4.39 -3.82 -4.25 -1.555
S -5.97 -4.33 -4.38 0.414
S -3.22 -4.04 -5.47 0.861
H 1.68 -4.32 -5.07 0.024
H 0.31 -5.20 -4.34 0.037
H 0.92 -3.69 -3.57 -0.015
C 2.26 -4.70 6.21 -0.119
C 1.64 -3.45 5.58 -0.275
C 1.98 -3.31 4.10 -0.209
C 1.39 -2.05 3.49 -0.204
N 1.76 -1.83 2.09 -0.022
C 1.34 -2.61 1.04 -0.867
S 2.21 -2.65 -0.39 0.627
N 0.20 -3.29 1.27 0.019
C -0.55 -4.06 0.28 -0.237
C -0.44 -5.57 0.52 -0.202
C 0.95 -6.12 0.23 -0.279
C 1.03 -7.63 0.46 -0.123
H 2.00 -4.79 7.27 0.066
H 3.35 -4.67 6.13 0.071
H 1.91 -5.61 5.70 0.073
H 1.99 -2.56 6.12 0.107
H 0.55 -3.49 5.70 0.110
H 1.60 -4.18 3.55 0.111
H 3.07 -3.29 3.97 0.121
H 1.74 -1.18 4.05 0.121
H 0.31 -2.05 3.58 0.107
H 2.70 -1.51 1.92 0.088
H -0.28 -3.09 2.13 0.110
H -0.17 -3.79 -0.70 0.000
H -1.59 -3.75 0.32 0.109
H -1.17 -6.07 -0.13 0.117
H -0.71 -5.79 1.56 0.108
H 1.69 -5.61 0.86 0.092
H 1.22 -5.89 -0.81 0.105
H 0.80 -7.88 1.51 0.066
H 2.03 -8.02 0.24 0.064
H 0.31 -8.16 -0.17 0.070
```

Summary:
Lowest unoccupied orbital energy (spin up / spin down): 2.00 / 1.65 eV
HOMO level (spin up / spin down): -3.7 / -3.7 eV
Spin multiplicity: 4
Maximum force: 0.03385 hartree/bohr
Orbital gap (spin up / spin down): 5.69 / 5.38 eV
<S²>: 3.77
Net charge: -1